{
  "formula": "C24H41GaNP2",
  "method": "wB97M-V/def2-TZVPD",
  "gap_ev": [5.15, 3.91],
  "homo_ev": [-8.67, -8.76],
  "charge": 1,
  "de_lowest_kcal_mol": 163.4,
  "symbols": ["Ga", "C", "C", "C", "C", "C", "C", "H", "H", "H", "C", "H", "H", "H", "C", "H", "H", "H", "C", "H", "H", "H", "C", "H", "H", "H", "C", "C", "C", "C", "C", "C", "C", "C", "H", "H", "H", "H", "H", "H", "H", "H", "H", "H", "H", "H", "P", "C", "C", "P", "C", "C", "C", "H", "H", "H", "H", "H", "H", "H", "H", "H", "H", "H", "H", "H", "H", "N", "C"],
  "coordinates": [[1.99282, 1.64465, -0.69649], [-1.50701, 0.81471, 1.83312], [-1.79401, 1.64831, 0.72242], [-2.37950, -0.49929, 0.17139], [-1.86124, -0.50656, 1.49811], [-2.34281, 0.83070, -0.29666], [-0.85795, 1.25861, 3.09185], [-0.17223, 2.10236, 2.91297], [-0.28353, 0.42963, 3.52355], [-1.59019, 1.58576, 3.84954], [-1.76071, -1.69386, 2.37300], [-1.36138, -1.42515, 3.35952], [-1.11628, -2.47596, 1.94140], [-2.76017, -2.12601, 2.51681], [-2.91670, -1.69199, -0.51152], [-3.81333, -2.04173, 0.02400], [-2.19841, -2.52829, -0.54654], [-3.21087, -1.44913, -1.53558], [-2.77341, 1.25903, -1.65020], [-3.83675, 1.54996, -1.66271], [-2.64027, 0.44715, -2.38278], [-2.19321, 2.12927, -1.98469], [-1.49344, 3.09230, 0.58423], [-2.32256, 3.76564, 0.85702], [-1.21833, 3.32133, -0.45498], [-0.64342, 3.35384, 1.22348], [6.18694, 1.34046, -0.45583], [5.67067, 2.40901, 0.23264], [5.88761, 3.83682, -0.23675], [5.64296, 4.09782, -1.74563], [4.52995, 3.31885, -2.34325], [4.78062, 2.18498, -3.06023], [6.15162, 1.41384, -3.06570], [6.94944, 1.39884, -1.73908], [6.92295, 4.12758, 0.01841], [6.57078, 3.90412, -2.31346], [5.23007, 4.50946, 0.32057], [7.65494, 2.23240, -1.72587], [6.08747, 0.29451, -0.04112], [5.54913, 2.33656, 1.34105], [7.53667, 0.46097, -1.75946], [5.90193, 0.36788, -3.29979], [4.14223, 1.80829, -3.92449], [6.73650, 1.82133, -3.89776], [5.38665, 5.16943, -1.86379], [3.51942, 3.74923, -2.20637], [4.01403, 0.75986, 0.51916], [4.06490, -0.64754, 1.60562], [3.25335, 2.36595, 1.40327], [2.79932, 0.68490, -2.84985], [3.99072, 0.22253, -1.32129], [1.86902, 2.20755, -3.44590], [1.97036, -0.74094, -3.55267], [3.40275, -1.46748, 1.31597], [3.82170, -0.33503, 2.62335], [5.11042, -0.99256, 1.59277], [3.65517, 3.28092, 0.94236], [3.65154, 2.23518, 2.40841], [2.16494, 2.44622, 1.45989], [2.69929, -1.14039, -4.29216], [1.08699, -0.33776, -4.06727], [1.67824, -1.49898, -2.81144], [4.67168, -0.63575, -1.53896], [4.58795, 1.12007, -1.67015], [0.99162, 1.81080, -3.95376], [2.51248, 2.78121, -4.13959], [1.57189, 2.89121, -2.61428], [0.57094, -1.28471, -0.11844], [1.03128, -0.19990, -0.31667]]
}

{
  "formula": "C24H41KNO6P3S4",
  "method": "wB97M-V/def2-TZVPD",
  "gap_ev": 5.79,
  "homo_ev": -1.61,
  "charge": -2,
  "de_lowest_kcal_mol": 67.5,
  "symbols": ["K", "O", "S", "O", "O", "O", "C", "P", "C", "C", "C", "P", "C", "C", "H", "H", "H", "H", "H", "H", "H", "H", "H", "H", "H", "H", "H", "H", "H", "H", "N", "S", "C", "C", "C", "C", "C", "C", "C", "C", "C", "C", "C", "C", "H", "H", "H", "H", "H", "H", "H", "H", "H", "H", "H", "C", "C", "C", "O", "P", "S", "S", "O", "C", "C", "C", "H", "H", "H", "H", "H", "H", "H", "H", "H", "H", "H", "H", "H", "H"],
  "coordinates": [[1.76193, -1.48565, 0.68026], [4.86842, -3.32285, 0.43395], [4.43270, -2.19072, 1.24776], [5.44839, -1.75144, 2.20909], [3.97145, -1.07211, 0.38225], [3.15845, -2.64197, 2.02056], [-0.82438, -3.08860, 3.63024], [-0.39945, -1.49025, 2.81681], [-2.13952, -0.91413, 2.46057], [-0.10955, -0.43394, 4.31156], [1.06110, -0.98749, 5.10432], [2.16931, -1.75093, 3.70334], [3.55303, -2.32580, 4.78770], [2.91746, -0.14090, 3.23489], [-1.42544, -2.92792, 4.52886], [0.12088, -3.56203, 3.89358], [-1.36760, -3.72636, 2.93037], [-2.71260, -0.66715, 3.35766], [-2.66706, -1.68772, 1.89969], [-2.07901, -0.03494, 1.81746], [-1.04134, -0.35375, 4.89448], [0.12484, 0.56448, 3.92663], [0.70500, -1.78744, 5.76697], [1.51365, -0.21894, 5.74430], [3.70610, -1.64847, 5.62954], [4.42443, -2.34006, 4.13584], [3.35727, -3.33382, 5.15743], [3.00712, 0.50032, 4.11377], [2.34373, 0.36191, 2.45609], [3.90102, -0.38133, 2.83693], [2.26827, -2.01500, -1.88735], [2.17931, -0.48021, -2.05779], [3.17669, -0.03684, -3.55497], [3.81893, 1.18648, -3.60090], [4.59531, 1.51574, -4.69870], [4.73551, 0.61315, -5.74027], [4.11780, -0.62723, -5.67494], [3.34538, -0.95546, -4.57543], [0.64900, -0.37609, -3.02875], [-0.19959, -1.46695, -3.06128], [-1.39197, -1.39292, -3.76078], [-1.73508, -0.22212, -4.41630], [-0.88570, 0.87265, -4.37611], [0.31064, 0.79595, -3.68427], [2.98963, -2.21950, -1.19780], [3.70513, 1.87210, -2.77484], [5.08972, 2.47813, -4.73663], [5.33270, 0.87860, -6.60608], [4.23951, -1.33825, -6.48411], [2.86374, -1.91828, -4.48355], [0.09622, -2.36188, -2.53222], [-2.06267, -2.24446, -3.78332], [-2.67081, -0.15425, -4.95500], [-1.16579, 1.79637, -4.86303], [0.96486, 1.65500, -3.62732], [-3.08534, 2.96324, 2.60213], [-3.03990, 3.42480, 1.14281], [-1.77078, 4.22323, 0.88156], [-3.17775, 2.28037, 0.33086], [-2.22812, 1.85972, -0.95863], [-2.52977, 3.17656, -2.41542], [-0.39262, 1.43169, -0.37831], [-2.91317, 0.42015, -1.24313], [-4.27056, 0.05393, -1.39797], [-4.94137, -0.12728, -0.03838], [-5.03963, 1.03352, -2.26811], [-2.95987, 3.81045, 3.27578], [-2.28205, 2.24891, 2.76371], [-4.03274, 2.47316, 2.81737], [-3.91690, 4.06906, 0.93577], [-0.89687, 3.62296, 1.12612], [-1.78347, 5.12721, 1.48933], [-1.71379, 4.49780, -0.16972], [-4.22140, -0.92561, -1.90143], [-5.04105, 0.83601, 0.45381], [-4.32587, -0.77209, 0.58232], [-5.92800, -0.57617, -0.15172], [-5.05093, 2.00800, -1.78651], [-6.06156, 0.68824, -2.41475], [-4.54355, 1.13742, -3.22863]]
}

{
  "formula": "C24H41MgN6O7STe",
  "method": "wB97M-V/def2-TZVPD",
  "gap_ev": 6.65,
  "homo_ev": -5.17,
  "charge": -1,
  "symbols": ["Mg", "N", "C", "C", "C", "C", "N", "H", "H", "H", "H", "H", "H", "H", "H", "H", "H", "H", "H", "C", "C", "C", "C", "C", "C", "O", "N", "C", "O", "N", "C", "O", "H", "H", "H", "H", "H", "H", "H", "H", "H", "H", "H", "C", "O", "C", "O", "H", "H", "H", "C", "Te", "C", "H", "H", "H", "H", "H", "H", "N", "C", "S", "C", "C", "C", "N", "C", "C", "H", "H", "H", "H", "H", "H", "C", "C", "O", "O", "H", "H", "H"],
  "coordinates": [[-0.74180, -0.76527, 0.81888], [-2.09294, 0.84752, 1.45558], [-2.30580, 1.57837, 2.70200], [-3.08279, 0.75145, 3.71708], [-2.32855, -0.38833, 4.40978], [-2.25595, -1.72959, 3.68087], [-1.13176, -1.83015, 2.74641], [-1.86592, 1.48310, 0.69157], [-2.96698, 0.40350, 1.13939], [-2.85654, 2.51083, 2.51970], [-1.33571, 1.85111, 3.13068], [-3.97541, 0.34755, 3.22686], [-3.44023, 1.43718, 4.49101], [-2.81846, -0.56637, 5.37123], [-1.30646, -0.06289, 4.63820], [-3.17349, -1.89802, 3.11223], [-2.19457, -2.52734, 4.43177], [-1.21122, -2.71526, 2.22776], [-0.24644, -1.88940, 3.24042], [3.32184, -4.13717, 0.69934], [3.59494, -3.48760, -0.64940], [2.34821, -2.92688, -1.37279], [2.79601, -2.33702, -2.71950], [1.64248, -1.88546, -3.60300], [1.49074, -4.14677, -1.70896], [1.85301, -4.97594, -2.52705], [0.32700, -4.29130, -1.03157], [-0.08791, -3.51485, 0.06929], [-1.05046, -3.95522, 0.71936], [0.54305, -2.39127, 0.34519], [1.62913, -1.92326, -0.44602], [2.56526, -1.14102, 0.36724], [4.25354, -4.51143, 1.12790], [2.63844, -4.98465, 0.60852], [2.88240, -3.42880, 1.39959], [4.05120, -4.21435, -1.32637], [4.29218, -2.65777, -0.52478], [3.36361, -3.11794, -3.23044], [3.46715, -1.50589, -2.51816], [1.03258, -2.73555, -3.91363], [2.01726, -1.40074, -4.50668], [0.99964, -1.17038, -3.08977], [-0.20844, -5.13000, -1.19819], [3.21850, 1.23322, -1.05877], [2.36718, 0.21626, -1.55105], [1.68348, -0.42806, -0.51193], [0.74319, 0.32860, 0.02645], [3.69128, 1.70102, -1.92312], [3.98552, 0.81680, -0.39933], [2.65675, 1.98899, -0.49866], [2.02449, 1.84742, 4.58372], [1.66368, 1.05763, 2.62105], [0.88656, 2.91675, 1.94821], [1.08956, 2.14930, 5.05128], [2.70279, 2.69554, 4.53182], [2.48550, 1.06585, 5.18390], [1.68839, 3.54372, 1.56506], [0.39436, 3.41357, 2.78172], [0.16972, 2.71918, 1.15710], [0.26779, 5.75013, -4.31507], [-0.94718, 5.66923, -3.74951], [-2.09875, 6.81604, -4.00474], [-1.15636, 4.46963, -2.87012], [-0.09633, 3.70252, -2.39868], [-0.35826, 2.59991, -1.59693], [-1.59122, 2.24321, -1.24753], [-2.60492, 2.97691, -1.69713], [-2.44215, 4.09166, -2.50451], [0.43736, 6.51123, -4.95020], [0.90587, 4.97360, -4.30494], [0.93944, 3.94560, -2.59789], [0.42946, 1.95527, -1.22116], [-3.59588, 2.65224, -1.39877], [-3.29215, 4.65784, -2.85678], [-3.75166, -1.87959, -2.04799], [-3.26255, -1.18719, -0.79151], [-4.09120, -0.70713, 0.00501], [-2.00089, -1.16717, -0.64068], [-4.78880, -1.62564, -2.25503], [-3.67219, -2.95710, -1.89401], [-3.11220, -1.62370, -2.89085]]
}